The following is a DFT calculation (ωB97M-V/def2-TZVPD) of C24H62Ag2N4O10 as an isolated structure.

Positions of all 102 atoms, in Å:
1 Ag 2.843 0.625 -2.647
2 Ag 4.306 1.606 0.927
3 C 7.123 0.878 -2.231
4 C 5.617 0.814 -2.263
5 O 4.905 0.899 -1.237
6 O 5.021 0.689 -3.369
7 H 7.460 1.902 -2.083
8 H 7.546 0.532 -3.176
9 H 7.490 0.183 -1.478
10 C 0.088 0.085 0.755
11 C 1.160 0.372 -0.252
12 O 0.956 0.049 -1.474
13 O 2.277 0.804 0.115
14 H 0.077 0.837 1.546
15 H 0.199 -0.872 1.261
16 H -0.910 0.149 0.321
17 C -4.787 -2.605 0.452
18 C -3.403 -3.089 0.031
19 C -2.681 -3.708 1.231
20 O -2.599 -2.756 2.260
21 C -2.159 -3.285 3.484
22 N -3.596 -4.073 -1.066
23 H -5.360 -3.417 0.900
24 H -5.251 -2.102 -0.397
25 H -4.754 -1.837 1.231
26 H -2.828 -2.246 -0.361
27 H -1.679 -4.059 0.945
28 H -3.272 -4.572 1.560
29 H -1.150 -3.714 3.386
30 H -2.821 -4.055 3.888
31 H -2.049 -2.471 4.200
32 H -2.928 -4.818 -0.856
33 H -4.492 -4.530 -0.917
34 C -1.644 -2.299 -2.888
35 C -1.104 -1.318 -3.924
36 C -1.805 -1.315 -5.276
37 O -1.035 -0.516 -6.139
38 C -1.346 -0.752 -7.499
39 N -1.112 0.017 -3.360
40 H -1.525 -3.330 -3.220
41 H -2.679 -2.147 -2.578
42 H -1.047 -2.205 -1.975
43 H -0.081 -1.666 -4.102
44 H -2.777 -0.819 -5.183
45 H -1.959 -2.345 -5.604
46 H -0.888 -1.648 -7.932
47 H -1.013 0.099 -8.087
48 H -2.422 -0.897 -7.636
49 H -0.313 0.124 -2.699
50 H -1.952 0.136 -2.756
51 C -0.900 3.561 2.353
52 C -0.038 3.804 1.108
53 C -0.320 5.170 0.486
54 O -0.416 6.145 1.492
55 C -0.355 7.466 1.002
56 N 1.390 3.725 1.434
57 H -0.769 2.559 2.762
58 H -1.956 3.626 2.066
59 H -0.751 4.329 3.108
60 H -0.358 3.099 0.335
61 H -1.258 5.117 -0.086
62 H 0.444 5.381 -0.271
63 H 0.547 7.670 0.413
64 H -0.361 8.087 1.898
65 H -1.216 7.742 0.381
66 H 1.613 2.843 1.895
67 H 1.598 4.383 2.182
68 C 0.570 1.010 5.283
69 C 1.760 0.049 5.222
70 C 1.852 -0.652 3.886
71 O 3.064 -1.382 3.793
72 C 2.896 -2.676 3.264
73 N 2.945 0.819 5.611
74 H 0.315 1.262 6.309
75 H -0.329 0.618 4.799
76 H 0.831 1.950 4.788
77 H 1.596 -0.719 5.986
78 H 1.955 0.144 3.132
79 H 0.901 -1.146 3.680
80 H 2.488 -2.602 2.240
81 H 2.148 -3.266 3.802
82 H 3.848 -3.188 3.161
83 H 3.063 1.661 5.044
84 H 3.765 0.294 5.289
85 C 2.482 -3.152 -0.882
86 C 3.672 -2.332 -1.362
87 O 3.357 -1.666 -2.596
88 H 2.780 -3.667 0.035
89 H 2.152 -3.912 -1.591
90 H 1.599 -2.553 -0.657
91 H 4.522 -2.991 -1.565
92 H 4.026 -1.635 -0.606
93 H 3.401 -2.272 -3.340
94 C -3.699 2.529 -0.512
95 C -3.800 1.071 -0.948
96 O -3.660 0.979 -2.378
97 H -2.667 2.894 -0.528
98 H -4.076 2.775 0.478
99 H -4.187 3.131 -1.282
100 H -4.744 0.629 -0.627
101 H -3.020 0.422 -0.545
102 H -4.348 1.533 -2.766

Output
- Expectation value of S²: 2.012
- HOMO energy (alpha / beta): -13.2 / -13.2 eV
- Energy above the lowest of the compared OMol25 structures with the same formula, charge and spin: 0.0 kJ/mol
- Net charge: +2
- HOMO-LUMO gap (alpha / beta): 7.04 / 3.59 eV
- 2S+1: 3
- LUMO level (alpha / beta): -6.18 / -9.63 eV

---

The following is a DFT calculation (ωB97M-V/def2-TZVPD) of C24H64B2FO18P3Ta as an isolated structure.

Positions of all 113 atoms, in Å:
1 C -0.703 1.243 1.879
2 B -2.174 0.698 1.610
3 O -3.053 1.538 0.911
4 Ta -2.834 -1.471 2.360
5 O -2.164 -1.000 4.196
6 C -3.567 -2.093 0.339
7 C -2.737 -3.251 -0.275
8 C -2.206 -2.911 -1.660
9 O -3.559 -4.421 -0.428
10 O -3.309 -3.335 3.084
11 B -2.696 -3.553 4.273
12 O -1.336 -3.869 4.347
13 O -3.436 -3.452 5.464
14 C -4.830 -0.466 2.942
15 C -5.893 -0.269 1.872
16 F -4.560 0.836 3.525
17 H -0.606 2.295 1.581
18 H -0.468 1.156 2.946
19 H 0.007 0.604 1.349
20 H -3.094 2.403 1.337
21 H -1.111 -1.952 1.848
22 H -2.374 -0.073 4.371
23 H -4.636 -2.333 0.299
24 H -3.430 -1.223 -0.319
25 H -1.882 -3.468 0.374
26 H -2.957 -2.398 -2.264
27 H -1.285 -2.328 -1.610
28 H -1.973 -3.848 -2.181
29 H -4.207 -4.417 0.283
30 H -0.860 -3.243 4.896
31 H -2.998 -2.830 6.051
32 H -5.262 -1.061 3.756
33 H -6.507 0.597 2.158
34 H -5.490 -0.053 0.882
35 H -6.578 -1.120 1.856
36 O -0.029 4.850 2.915
37 P 0.237 6.118 2.246
38 O 1.778 6.522 2.215
39 C 2.725 5.597 1.647
40 C 2.677 5.562 0.134
41 O -0.252 7.339 3.179
42 C -1.066 7.107 4.330
43 C -0.234 7.171 5.592
44 O -0.367 6.543 0.863
45 C -0.719 7.883 0.488
46 C 0.456 8.831 0.429
47 H 2.550 4.603 2.066
48 H 3.704 5.932 1.987
49 H 1.727 5.159 -0.221
50 H 3.481 4.938 -0.256
51 H 2.786 6.564 -0.281
52 H -1.581 6.150 4.252
53 H -1.826 7.891 4.336
54 H 0.606 6.478 5.529
55 H -0.837 6.915 6.465
56 H 0.174 8.173 5.730
57 H -1.504 8.256 1.145
58 H -1.161 7.783 -0.504
59 H 0.853 9.039 1.422
60 H 0.129 9.773 -0.016
61 H 1.262 8.416 -0.176
62 O -1.847 -10.935 -2.482
63 P -3.033 -10.260 -1.957
64 O -2.799 -9.436 -0.628
65 C -1.794 -8.397 -0.582
66 C -2.232 -7.140 -1.302
67 O -4.038 -11.361 -1.333
68 C -3.837 -12.755 -1.542
69 C -3.225 -13.395 -0.314
70 O -4.025 -9.430 -2.842
71 C -5.445 -9.333 -2.642
72 C -5.833 -8.672 -1.340
73 H -0.858 -8.785 -0.991
74 H -1.633 -8.191 0.474
75 H -2.329 -7.318 -2.376
76 H -1.507 -6.342 -1.151
77 H -3.195 -6.794 -0.940
78 H -3.216 -12.929 -2.421
79 H -4.821 -13.185 -1.742
80 H -2.307 -12.879 -0.033
81 H -2.997 -14.446 -0.498
82 H -3.911 -13.330 0.532
83 H -5.900 -10.318 -2.748
84 H -5.799 -8.731 -3.479
85 H -5.590 -9.300 -0.484
86 H -6.909 -8.492 -1.341
87 H -5.317 -7.720 -1.218
88 O 5.434 6.173 -2.072
89 P 6.309 5.263 -2.806
90 O 7.717 5.014 -2.105
91 C 7.756 4.532 -0.750
92 C 7.417 3.059 -0.642
93 O 6.889 6.004 -4.113
94 C 6.356 7.251 -4.560
95 C 7.266 8.392 -4.162
96 O 5.853 3.895 -3.412
97 C 6.351 3.311 -4.629
98 C 7.820 2.963 -4.585
99 H 7.081 5.133 -0.135
100 H 8.771 4.714 -0.402
101 H 6.379 2.867 -0.917
102 H 7.566 2.714 0.382
103 H 8.047 2.469 -1.308
104 H 5.349 7.403 -4.172
105 H 6.284 7.185 -5.648
106 H 7.447 8.379 -3.087
107 H 6.824 9.352 -4.433
108 H 8.233 8.301 -4.660
109 H 6.116 3.961 -5.471
110 H 5.761 2.404 -4.758
111 H 8.443 3.856 -4.566
112 H 8.073 2.386 -5.475
113 H 8.054 2.370 -3.702

Output
- HOMO energy: -4.3 eV
- Net charge: -1
- HOMO-LUMO gap: 6.20 eV
- LUMO level: 1.88 eV

---

The following is a DFT calculation (ωB97M-V/def2-TZVPD) of a 5-piece molecular cluster, C24H64BF4N4O8 overall.

Positions of all 105 atoms, in Å:
1 C -3.811 -5.462 0.957
2 O -3.908 -4.765 2.190
3 C -3.311 -5.441 3.267
4 C -1.807 -5.338 3.257
5 N -1.450 -3.828 3.314
6 H -2.335 -3.299 3.315
7 H -1.088 -3.583 4.239
8 C -0.552 -3.241 2.279
9 C -0.900 -1.769 2.088
10 O -2.221 -1.704 1.679
11 C -2.672 -0.392 1.331
12 H -4.245 -6.460 1.049
13 H -2.763 -5.575 0.638
14 H -4.302 -4.870 0.193
15 H -3.619 -6.493 3.234
16 H -3.724 -5.000 4.176
17 H -1.325 -5.663 2.342
18 H -1.365 -5.766 4.151
19 H -0.795 -3.737 1.340
20 H 0.484 -3.358 2.575
21 H -0.170 -1.366 1.379
22 H -0.748 -1.248 3.052
23 H -3.731 -0.507 1.133
24 H -2.075 0.029 0.520
25 H -2.558 0.262 2.206
26 C 0.326 2.246 1.606
27 O 0.162 2.823 2.875
28 C -1.167 3.095 3.233
29 C -1.103 3.983 4.458
30 N -0.332 3.348 5.542
31 H -0.845 2.489 5.769
32 H 0.573 3.003 5.207
33 C -0.217 4.097 6.835
34 C 0.508 5.402 6.616
35 O 1.617 5.082 5.811
36 C 2.156 6.215 5.142
37 H 0.005 1.199 1.556
38 H 1.378 2.256 1.323
39 H -0.153 2.778 0.774
40 H -1.798 2.206 3.375
41 H -1.656 3.676 2.440
42 H -2.077 4.295 4.837
43 H -0.636 4.932 4.198
44 H 0.321 3.435 7.518
45 H -1.207 4.172 7.283
46 H 0.825 5.875 7.548
47 H -0.149 6.106 6.085
48 H 1.370 6.736 4.588
49 H 2.995 5.911 4.529
50 H 2.551 6.921 5.885
51 C -3.393 -1.751 -2.678
52 O -2.405 -2.708 -2.965
53 C -1.809 -3.226 -1.828
54 C -0.703 -4.146 -2.247
55 N 0.280 -3.397 -3.072
56 H -0.209 -2.862 -3.802
57 H 0.818 -2.692 -2.551
58 C 1.258 -4.276 -3.770
59 C 2.074 -3.518 -4.775
60 O 1.130 -2.869 -5.605
61 C 1.741 -2.037 -6.568
62 H -3.818 -1.415 -3.629
63 H -2.985 -0.835 -2.237
64 H -4.226 -2.177 -2.114
65 H -2.504 -3.769 -1.166
66 H -1.424 -2.457 -1.139
67 H -1.093 -4.927 -2.900
68 H -0.157 -4.555 -1.401
69 H 0.674 -5.034 -4.300
70 H 1.809 -4.828 -3.010
71 H 2.630 -4.266 -5.349
72 H 2.697 -2.741 -4.319
73 H 0.941 -1.679 -7.208
74 H 2.491 -2.590 -7.143
75 H 2.274 -1.195 -6.106
76 C 5.464 3.518 -3.335
77 O 4.369 3.000 -2.575
78 C 4.080 1.651 -2.815
79 C 2.855 1.431 -3.685
80 N 1.552 1.851 -3.036
81 H 0.806 1.705 -3.712
82 H 1.411 1.248 -2.216
83 C 1.575 3.300 -2.564
84 C 0.201 3.895 -2.647
85 O -0.728 3.275 -1.759
86 C -1.849 2.646 -2.395
87 H 6.356 2.925 -3.128
88 H 5.556 4.571 -3.102
89 H 5.265 3.426 -4.411
90 H 3.882 1.210 -1.828
91 H 4.909 1.072 -3.231
92 H 2.737 0.356 -3.807
93 H 2.934 1.976 -4.624
94 H 2.220 3.800 -3.282
95 H 2.055 3.335 -1.595
96 H -0.173 4.024 -3.665
97 H 0.276 4.927 -2.280
98 H -1.696 1.560 -2.389
99 H -2.088 3.041 -3.379
100 H -2.699 2.806 -1.729
101 B 1.230 -0.852 -1.160
102 F 1.215 -1.962 -0.294
103 F 1.978 -1.196 -2.317
104 F -0.089 -0.552 -1.534
105 F 1.845 0.261 -0.564

Output
- HOMO energy: -16.0 eV
- Energy above the lowest of the compared OMol25 structures with the same formula, charge and spin: 0.0 kJ/mol
- Net charge: +3
- HOMO-LUMO gap: 9.60 eV
- LUMO level: -6.36 eV

---

The following is a DFT calculation (ωB97M-V/def2-TZVPD) of a 9-piece molecular cluster, C24H64F2N9O12S2 overall.

Positions of all 113 atoms, in Å:
1 N -0.406 -0.765 1.393
2 S -0.313 -0.684 -0.125
3 O 1.007 -0.533 -0.649
4 O -1.384 0.054 -0.721
5 F -0.684 -2.249 -0.410
6 S 0.717 0.420 1.939
7 O 0.696 1.669 1.267
8 O 1.961 -0.110 2.409
9 F 0.018 0.692 3.345
10 C -3.353 3.971 -0.505
11 C -2.567 5.036 -1.233
12 O -1.430 5.242 -1.013
13 N -3.376 5.943 -2.205
14 H -2.695 6.565 -2.645
15 H -3.870 5.357 -2.877
16 C -4.435 6.736 -1.394
17 H -2.641 3.235 -0.147
18 H -4.165 3.530 -1.087
19 H -3.892 4.406 0.339
20 H -5.337 6.845 -1.989
21 H -3.957 7.677 -1.135
22 H -4.680 6.231 -0.466
23 C -0.578 1.014 -4.524
24 C -0.180 -0.432 -4.321
25 O 0.438 -0.846 -3.401
26 N -0.623 -1.363 -5.477
27 H -1.591 -1.669 -5.318
28 H -0.826 -0.709 -6.245
29 C 0.311 -2.509 -5.889
30 H -1.657 1.167 -4.455
31 H -0.167 1.381 -5.469
32 H -0.200 1.770 -3.833
33 H 0.409 -3.168 -5.030
34 H 1.220 -1.946 -6.085
35 H -0.025 -3.083 -6.749
36 C 4.062 2.416 1.637
37 C 4.800 2.877 0.448
38 O 4.384 3.726 -0.267
39 N 6.224 2.375 0.255
40 H 6.960 2.903 0.745
41 H 6.257 1.534 0.842
42 C 6.594 2.144 -1.196
43 H 3.024 2.746 1.637
44 H 4.523 2.809 2.545
45 H 3.829 1.347 1.671
46 H 6.355 3.068 -1.722
47 H 5.968 1.365 -1.615
48 H 7.670 2.005 -1.251
49 C 1.273 -2.293 5.107
50 C -0.078 -2.418 4.456
51 O -1.121 -2.188 4.945
52 N -0.036 -3.028 3.048
53 H -0.085 -2.295 2.287
54 H 0.883 -3.467 2.963
55 C -1.009 -4.175 2.856
56 H 1.995 -1.628 4.640
57 H 1.646 -3.317 5.245
58 H 1.190 -2.043 6.166
59 H -0.824 -4.939 3.608
60 H -0.779 -4.674 1.913
61 H -2.061 -3.928 2.742
62 C -5.485 1.348 1.661
63 C -4.028 1.313 2.006
64 O -3.357 2.278 2.182
65 N -3.300 -0.056 2.109
66 H -3.752 -0.701 1.450
67 H -2.318 -0.132 1.762
68 C -3.591 -0.719 3.463
69 H -6.014 0.496 2.092
70 H -5.544 1.229 0.576
71 H -5.880 2.296 2.013
72 H -2.949 -0.211 4.181
73 H -3.247 -1.747 3.472
74 H -4.626 -0.517 3.722
75 C -0.152 4.344 3.355
76 C 1.106 4.220 4.169
77 O 2.178 4.233 3.651
78 N 1.028 4.086 5.663
79 H 0.026 4.012 5.871
80 H 1.368 3.192 6.032
81 C 1.731 5.201 6.406
82 H -0.064 4.387 2.274
83 H -0.546 5.286 3.758
84 H -0.847 3.512 3.494
85 H 2.809 5.232 6.265
86 H 1.563 5.102 7.477
87 H 1.307 6.143 6.063
88 C 3.030 -4.332 -0.983
89 C 2.859 -3.566 -2.294
90 O 1.872 -3.682 -2.939
91 N 3.988 -2.699 -2.823
92 H 4.848 -2.792 -2.282
93 H 4.093 -3.020 -3.789
94 C 3.582 -1.210 -2.862
95 H 2.038 -4.573 -0.606
96 H 3.690 -3.776 -0.322
97 H 3.372 -5.352 -1.188
98 H 2.979 -1.115 -3.759
99 H 4.484 -0.640 -3.077
100 H 3.073 -0.832 -1.982
101 C -2.329 -6.554 -5.176
102 C -1.367 -6.323 -4.055
103 O -0.206 -6.186 -4.226
104 N -1.983 -6.128 -2.677
105 H -2.997 -6.271 -2.670
106 H -1.643 -6.842 -2.023
107 C -1.633 -4.735 -2.168
108 H -2.497 -7.628 -5.284
109 H -1.911 -6.073 -6.059
110 H -3.257 -5.985 -5.071
111 H -1.862 -4.813 -1.101
112 H -2.424 -4.023 -2.401
113 H -0.599 -4.472 -2.352

Output
- HOMO energy: -25.1 eV
- Energy above the lowest of the compared OMol25 structures with the same formula, charge and spin: 590.1 kJ/mol
- Net charge: +7
- HOMO-LUMO gap: 10.59 eV
- LUMO level: -14.55 eV

---

Record-wise M values, in g mol⁻¹: 782.5; 955.2; 623.6; 773.0